(1)
The following is a DFT calculation (ωB97M-V with the def2-TZVPD basis set) of C5H7NS in the gas phase.

Calculated values
SMILES ... C=CCCN=C=S
LUMO ... 0.14 eV
Frontier orbital gap ... 9.44 eV
E_HOMO ... -0.342 hartree
Total charge ... 0

Last column: Mulliken charge in e.
CARTESIAN COORDINATES (ANGSTROEM)
1 C 3.91 -0.41 0.86  -0.775
2 C 2.68 0.00 1.24  -0.169
3 C 1.38 -0.69 0.92  -0.433
4 C 0.30 0.22 0.32  -0.490
5 C -1.71 -0.10 -0.55  0.247
6 H 4.78 0.07 1.25  0.266
7 H 4.09 -1.30 0.28  0.260
8 H 2.63 0.78 1.98  0.290
9 H 1.50 -1.60 0.28  0.348
10 H 0.99 -1.01 1.90  0.259
11 H 0.03 1.03 1.03  0.315
12 H 0.69 0.66 -0.58  0.421
13 N -0.88 -0.69 0.07  -0.320
14 S -2.99 0.76 -1.45  -0.221

(2)
The following is a DFT calculation (ωB97M-V with the def2-TZVPD basis set) of C5H7NS in the gas phase.

Calculated values
SMILES ... Cc1ncsc1C
LUMO ... 0.70 eV
Frontier orbital gap ... 9.09 eV
E_HOMO ... -0.308 hartree
Total charge ... 0

Last column: Mulliken charge in e.
CARTESIAN COORDINATES (ANGSTROEM)
1 C 2.73 -1.10 0.27  -0.126
2 C 0.64 -0.80 -0.06  0.433
3 C 0.98 0.64 -0.27  0.305
4 C -0.76 -1.27 -0.16  -1.203
5 C -0.05 1.70 -0.30  -0.810
6 N 1.58 -1.67 0.22  -0.563
7 S 2.68 0.64 0.12  -0.141
8 H 3.66 -1.51 0.62  0.409
9 H -1.22 -1.05 -1.18  0.290
10 H -0.77 -2.36 0.19  0.301
11 H -1.41 -0.76 0.55  0.351
12 H 0.01 2.44 0.58  0.273
13 H -0.14 2.24 -1.29  0.251
14 H -0.99 1.18 -0.07  0.231

(3)
The following is a DFT calculation (ωB97M-V with the def2-TZVPD basis set) of a molecular structure, C5H7NS.

Calculated values
LUMO ... 0.12 eV
Frontier orbital gap ... 8.11 eV
E_HOMO ... -0.294 hartree
Total charge ... 0

Last column: Mulliken charge in e.
CARTESIAN COORDINATES (ANGSTROEM)
1 C -1.39 1.61 0.16  -0.761
2 C -0.11 0.99 -0.19  0.111
3 C 1.11 -1.08 -0.12  0.156
4 C 2.19 -0.40 0.11  -0.633
5 C -1.29 -1.12 -0.08  0.146
6 H -2.49 1.15 0.40  0.236
7 H -1.39 2.74 -0.14  0.206
8 H 1.02 1.76 -0.30  0.134
9 H 0.90 -2.19 0.34  0.135
10 H 2.15 0.69 -0.44  0.129
11 H 3.16 -0.95 0.43  0.263
12 H -0.88 -2.04 0.05  0.228
13 N -0.11 -0.44 -0.18  0.085
14 S -2.88 -0.72 -0.04  -0.433

Here is how they stack up, most stable first: (2), (1), (3).

(1)
The following is a DFT calculation (ωB97M-V with the def2-TZVPD basis set) of 15 unconnected molecules or ions with the total composition H30O15.

Calculated values
LUMO ... -0.71 eV
Frontier orbital gap ... 8.24 eV
E_HOMO ... -0.329 hartree
Total charge ... 0

Last column: Mulliken charge in e.
CARTESIAN COORDINATES (ANGSTROEM)
1 H 1.00 0.05 -0.50  0.256
2 H -0.49 0.15 -0.16  0.330
3 H 2.27 -0.98 -0.90  0.269
4 H 2.03 -0.89 0.59  0.390
5 H 0.18 2.03 -4.18  0.293
6 H -0.88 1.53 -3.22  0.367
7 H 1.97 1.74 1.61  0.300
8 H 3.12 1.63 2.59  0.316
9 H -0.20 -2.18 5.26  0.266
10 H -0.27 -2.05 3.75  0.199
11 H -2.86 3.38 1.59  0.303
12 H -3.29 2.93 2.98  0.334
13 H -1.01 4.12 3.14  0.344
14 H -1.42 2.73 2.79  0.251
15 H 3.23 2.67 -3.29  0.302
16 H 4.43 1.96 -2.62  0.300
17 H 1.08 -1.79 -2.88  0.256
18 H 1.03 -2.42 -4.34  0.349
19 H 0.87 -4.15 3.89  0.310
20 H -0.15 -3.40 2.88  0.488
21 H -2.57 2.47 -0.10  0.290
22 H -1.98 2.14 -1.39  0.261
23 H 3.14 -1.40 -3.93  0.297
24 H 3.41 -2.73 -4.66  0.336
25 H 0.90 -2.31 2.31  0.260
26 H 0.44 -1.19 1.63  0.330
27 H -4.87 -0.81 0.16  0.316
28 H -6.14 -1.11 1.12  0.323
29 H -1.86 -0.50 -0.90  0.298
30 H -1.39 -0.25 -2.41  0.311
31 O 0.24 -0.47 -0.34  -0.586
32 O 1.76 -1.41 -0.22  -0.668
33 O -0.32 1.23 -3.99  -0.626
34 O 2.93 1.83 1.69  -0.616
35 O -0.14 -2.74 4.38  -0.599
36 O -3.65 3.15 2.11  -0.608
37 O -0.66 3.24 3.16  -0.612
38 O 4.10 2.78 -2.89  -0.603
39 O 0.96 -2.63 -3.42  -0.603
40 O 0.07 -4.25 3.37  -0.595
41 O -1.98 2.84 -0.71  -0.607
42 O 3.39 -1.79 -4.78  -0.639
43 O 0.64 -2.13 1.45  -0.618
44 O -5.17 -1.19 1.03  -0.639
45 O -1.84 0.15 -1.65  -0.629

(2)
The following is a DFT calculation (ωB97M-V with the def2-TZVPD basis set) of 15 unconnected molecules or ions with the total composition H30O15.

Calculated values
LUMO ... -0.20 eV
Frontier orbital gap ... 8.95 eV
E_HOMO ... -0.336 hartree
Total charge ... 0

Last column: Mulliken charge in e.
CARTESIAN COORDINATES (ANGSTROEM)
1 O 14.61 -13.62 10.73  -0.624
2 H 15.56 -13.71 10.72  0.258
3 H 14.48 -12.73 11.01  0.283
4 O 10.64 -8.82 12.04  -0.537
5 H 9.99 -9.50 12.18  0.289
6 H 10.25 -8.06 12.40  0.295
7 O 13.47 -9.07 13.27  -0.654
8 H 12.56 -9.32 13.33  0.407
9 H 13.47 -8.17 12.94  0.293
10 O 10.80 -13.75 13.37  -0.615
11 H 11.12 -13.86 14.30  0.273
12 H 9.84 -13.71 13.36  0.230
13 O 11.75 -11.49 11.70  1.283
14 H 12.71 -11.44 11.74  -0.327
15 H 11.35 -12.17 12.23  -0.056
16 O 10.71 -10.94 9.18  -0.727
17 H 10.93 -10.88 10.09  0.213
18 H 9.79 -10.79 9.00  0.257
19 O 11.81 -13.34 8.80  -0.701
20 H 11.74 -13.69 9.68  0.390
21 H 11.35 -12.51 8.89  0.352
22 O 12.89 -9.05 10.01  -0.653
23 H 12.50 -8.50 9.33  0.244
24 H 12.31 -8.94 10.79  0.193
25 O 15.05 -10.55 9.38  -0.573
26 H 14.21 -10.15 9.61  0.402
27 H 15.52 -9.92 8.90  0.274
28 O 12.21 -14.56 11.30  -0.742
29 H 11.77 -14.14 12.07  0.341
30 H 13.14 -14.48 11.34  0.382
31 O 14.90 -11.20 12.36  -0.629
32 H 15.79 -10.99 12.09  0.273
33 H 14.67 -10.34 12.74  0.287
34 O 11.22 -10.72 14.28  -0.685
35 H 12.00 -11.16 14.61  0.442
36 H 11.29 -10.78 13.34  -0.061
37 O 13.68 -11.91 14.78  -0.689
38 H 13.97 -11.28 15.38  0.292
39 H 14.16 -11.69 13.96  0.414
40 O 8.70 -10.70 12.36  -0.710
41 H 7.94 -10.33 11.95  0.263
42 H 8.95 -11.53 11.91  0.391
43 O 8.83 -12.89 10.81  -0.597
44 H 7.93 -12.71 11.04  0.299
45 H 8.85 -12.88 9.85  0.261

(3)
The following is a DFT calculation (ωB97M-V with the def2-TZVPD basis set) of 15 unconnected molecules or ions with the total composition H30O15.

Calculated values
LUMO ... -0.39 eV
Frontier orbital gap ... 8.55 eV
E_HOMO ... -0.328 hartree
Total charge ... 0

Last column: Mulliken charge in e.
CARTESIAN COORDINATES (ANGSTROEM)
1 H -0.57 -0.34 -0.32  0.164
2 H 0.42 0.36 0.60  0.296
3 H 2.11 2.13 1.65  0.216
4 H 3.16 1.86 0.58  0.363
5 H -0.90 -4.26 -0.41  0.261
6 H -1.39 -2.94 -0.98  0.271
7 H -1.46 3.89 0.60  0.262
8 H -0.01 3.52 0.85  0.268
9 H -2.00 -3.30 -2.47  0.368
10 H -2.73 -4.64 -2.58  0.317
11 H -3.73 2.27 -1.27  0.311
12 H -3.00 1.18 -0.51  0.301
13 H -1.30 0.50 -3.46  0.291
14 H 0.20 0.56 -3.70  0.315
15 H 0.37 -3.39 -2.63  0.294
16 H 0.79 -3.42 -4.09  0.281
17 H 1.21 1.28 -2.34  0.296
18 H 1.55 -0.03 -3.04  0.329
19 H 2.81 -3.41 0.96  0.260
20 H 3.05 -2.47 -0.21  0.291
21 H 1.74 -0.29 4.34  0.308
22 H 2.29 0.25 5.65  0.312
23 H -1.96 -2.46 3.12  0.306
24 H -1.52 -2.15 1.70  0.320
25 H -2.44 2.74 2.87  0.306
26 H -3.07 1.96 1.72  0.288
27 H 0.81 3.94 2.52  0.304
28 H 0.86 5.34 3.11  0.249
29 H 3.00 0.32 -0.13  0.219
30 H 1.86 1.18 -0.66  0.362
31 O 0.38 -0.21 -0.17  -0.423
32 O 2.66 1.43 1.29  -0.675
33 O -0.62 -3.52 -0.96  -0.530
34 O -0.63 4.25 0.91  -0.544
35 O -2.85 -3.72 -2.30  -0.642
36 O -3.32 1.41 -1.39  -0.603
37 O -0.62 0.32 -4.13  -0.637
38 O 0.01 -3.39 -3.52  -0.622
39 O 1.94 0.81 -2.77  -0.643
40 O 2.41 -2.67 0.48  -0.547
41 O 2.51 0.16 4.71  -0.613
42 O -2.30 -2.18 2.27  -0.631
43 O -2.23 2.11 2.16  -0.586
44 O 0.27 4.73 2.66  -0.519
45 O 2.22 0.28 -0.69  -0.514

Here is how they stack up, most stable first: (2), (3), (1).

(1)
The following is a DFT calculation (ωB97M-V with the def2-TZVPD basis set) of 15 unconnected molecules or ions with the total composition H30O15.

Calculated values
LUMO ... -0.53 eV
Frontier orbital gap ... 9.37 eV
E_HOMO ... -0.364 hartree
Total charge ... 0

Last column: Mulliken charge in e.
CARTESIAN COORDINATES (ANGSTROEM)
1 O -2.97 -2.07 -0.84  -0.602
2 H -3.52 -2.24 -0.12  0.267
3 H -3.03 -1.07 -0.88  0.356
4 O -0.50 -2.62 1.11  -0.720
5 H -0.12 -2.25 0.31  0.241
6 H 0.11 -2.59 1.86  0.388
7 O 0.56 -2.19 -1.28  -0.637
8 H 0.18 -2.86 -1.84  0.229
9 H 1.40 -1.98 -1.69  0.252
10 O 0.90 3.09 -0.53  -0.665
11 H 0.56 2.18 -0.34  0.307
12 H 0.27 3.46 -1.19  0.322
13 O -2.18 -0.78 2.15  -0.647
14 H -1.59 -1.53 2.05  0.452
15 H -2.64 -0.87 3.00  0.266
16 O 0.50 -0.68 -4.25  -0.573
17 H 0.55 0.19 -4.64  0.318
18 H 0.84 -0.49 -3.40  0.250
19 O 1.08 -1.32 2.95  -0.640
20 H 1.65 -1.29 2.19  0.351
21 H 1.57 -0.91 3.67  0.275
22 O -1.81 2.95 0.57  -0.762
23 H -1.11 3.25 -0.02  0.285
24 H -2.55 3.25 0.06  0.325
25 O -0.66 1.50 2.58  -0.736
26 H -1.03 0.58 2.39  0.340
27 H -0.96 2.14 1.94  0.376
28 O -0.72 1.47 -2.55  -0.538
29 H 0.19 1.44 -2.88  0.235
30 H -1.32 1.87 -3.14  0.222
31 O 0.36 0.33 0.11  0.980
32 H 0.66 -0.38 -0.45  -0.013
33 H -0.63 0.34 0.09  -0.242
34 O 2.71 -1.39 1.01  -0.688
35 H 2.62 -2.32 1.20  0.321
36 H 3.49 -1.20 1.51  0.279
37 O -2.55 0.56 -0.58  -0.680
38 H -2.40 1.28 0.02  0.383
39 H -1.92 0.84 -1.21  0.283
40 O 2.04 1.55 1.84  -0.708
41 H 1.44 1.10 1.23  0.232
42 H 1.35 1.79 2.46  0.383
43 O 3.04 -1.03 -1.68  -0.727
44 H 3.39 -0.89 -0.75  0.348
45 H 2.75 -0.18 -2.00  0.311

(2)
The following is a DFT calculation (ωB97M-V with the def2-TZVPD basis set) of 15 unconnected molecules or ions with the total composition H30O15.

Calculated values
LUMO ... -0.46 eV
Frontier orbital gap ... 8.06 eV
E_HOMO ... -0.313 hartree
Total charge ... 0

Last column: Mulliken charge in e.
CARTESIAN COORDINATES (ANGSTROEM)
1 H -0.42 0.89 0.17  0.229
2 H 1.00 0.71 0.39  0.271
3 H -1.75 2.63 0.72  0.264
4 H -2.71 2.04 1.76  0.266
5 H 0.37 -0.47 3.79  0.254
6 H -0.54 -0.44 2.59  0.278
7 H 3.22 0.25 -3.06  0.230
8 H 4.25 -0.86 -3.04  0.278
9 H 4.81 -1.20 1.41  0.270
10 H 6.08 -1.63 1.10  0.289
11 H 2.99 2.44 1.36  0.295
12 H 3.96 3.37 1.83  0.286
13 H 0.58 -1.71 -1.92  0.287
14 H -0.02 -0.42 -2.56  0.268
15 H -4.61 -0.77 1.62  0.265
16 H -4.22 -1.91 0.59  0.287
17 H -3.37 -1.88 -1.43  0.369
18 H -2.87 -0.47 -1.01  0.302
19 H -1.85 -4.07 -1.24  0.323
20 H -2.00 -2.70 -0.80  0.252
21 H -0.25 -3.52 -0.19  0.238
22 H 0.56 -2.53 0.69  0.338
23 H -4.02 2.71 -1.19  0.312
24 H -4.49 4.07 -0.73  0.307
25 H -2.16 -0.41 2.19  0.280
26 H -1.88 -1.53 1.15  0.302
27 H 0.91 4.32 -1.25  0.316
28 H 0.73 5.62 -0.46  0.292
29 H 3.58 -0.41 -0.64  0.338
30 H 2.95 -1.64 -1.49  0.353
31 O 0.44 1.17 -0.20  -0.496
32 O -1.95 1.75 1.20  -0.563
33 O 0.09 -0.98 3.02  -0.516
34 O 3.72 -0.26 -2.51  -0.549
35 O 5.59 -0.83 1.17  -0.582
36 O 3.93 2.63 1.25  -0.580
37 O 0.77 -0.73 -2.12  -0.520
38 O -3.99 -1.02 0.82  -0.564
39 O -3.29 -0.90 -1.72  -0.625
40 O -2.49 -3.50 -0.78  -0.619
41 O 0.70 -3.14 -0.02  -0.596
42 O -4.70 3.37 -1.33  -0.617
43 O -2.02 -1.37 2.12  -0.587
44 O 0.70 4.62 -0.37  -0.592
45 O 3.66 -1.32 -0.87  -0.633

(3)
The following is a DFT calculation (ωB97M-V with the def2-TZVPD basis set) of a molecular structure, H30O15.

Calculated values
LUMO ... -0.26 eV
Frontier orbital gap ... 8.33 eV
E_HOMO ... -0.316 hartree
Total charge ... 0

Last column: Mulliken charge in e.
CARTESIAN COORDINATES (ANGSTROEM)
1 H 0.83 -1.36 -0.18  0.294
2 H 0.57 -0.17 -1.09  0.292
3 H 3.62 1.01 0.62  0.219
4 H 2.49 -0.05 0.29  0.307
5 H 2.34 2.97 2.89  0.270
6 H 1.44 2.21 1.89  0.273
7 H -4.02 1.90 -0.72  0.307
8 H -4.62 0.50 -0.86  0.275
9 H -0.16 -3.26 3.31  0.262
10 H -1.60 -3.06 2.65  0.268
11 H -1.06 2.67 -3.24  0.322
12 H -1.64 1.27 -3.75  0.315
13 H -0.87 -3.56 -0.66  0.245
14 H -0.93 -5.08 -0.16  0.236
15 H 0.33 -4.87 1.79  0.291
16 H 1.65 -4.20 1.57  0.176
17 H 1.52 -0.13 4.86  0.302
18 H 0.96 -0.37 3.54  0.286
19 H -1.18 -1.51 0.85  0.277
20 H -2.05 -2.37 -0.16  0.237
21 H 2.17 1.13 -2.44  0.292
22 H 2.52 1.05 -3.94  0.249
23 H 1.30 4.30 -1.50  0.292
24 H 1.88 3.66 -0.14  0.290
25 H -2.50 -2.94 -1.70  0.305
26 H -3.36 -3.30 -0.65  0.293
27 H 0.29 1.84 -1.62  0.180
28 H 0.74 1.79 -0.24  0.189
29 H -0.62 4.83 0.63  0.318
30 H -1.15 3.89 -0.30  0.284
31 O 0.77 -0.41 -0.20  -0.722
32 O 2.79 0.80 0.15  -0.413
33 O 2.22 2.71 1.93  -0.563
34 O -3.76 0.89 -0.74  -0.551
35 O -0.65 -3.24 2.53  -0.494
36 O -1.55 2.28 -3.96  -0.615
37 O -0.55 -4.22 0.06  -0.487
38 O 0.80 -4.27 1.16  -0.497
39 O 1.79 -0.08 3.97  -0.590
40 O -1.73 -1.55 0.04  -0.395
41 O 1.85 1.22 -3.28  -0.579
42 O 2.14 4.19 -1.00  -0.590
43 O -2.68 -3.74 -1.24  -0.679
44 O 1.08 1.93 -1.15  -0.368
45 O -1.38 4.70 0.18  -0.601

(4)
The following is a DFT calculation (ωB97M-V with the def2-TZVPD basis set) of 15 unconnected molecules or ions with the total composition H30O15.

Calculated values
LUMO ... -0.30 eV
Frontier orbital gap ... 9.81 eV
E_HOMO ... -0.372 hartree
Total charge ... 0

Last column: Mulliken charge in e.
CARTESIAN COORDINATES (ANGSTROEM)
1 O 3.26 -3.61 0.74  -0.562
2 H 4.00 -3.25 1.03  0.282
3 H 2.70 -4.05 1.40  0.291
4 O 0.88 3.15 -0.06  -0.540
5 H 0.44 3.70 -0.74  0.323
6 H 1.39 2.40 -0.32  0.244
7 O 0.03 -2.96 -2.73  -0.676
8 H -0.87 -2.95 -3.07  0.384
9 H 0.04 -1.90 -2.52  0.308
10 O -0.17 -2.89 -0.25  -0.459
11 H -0.54 -3.67 -0.24  0.216
12 H 0.02 -2.43 0.59  0.271
13 O -1.84 1.54 1.48  -0.664
14 H -0.93 1.89 1.37  0.332
15 H -2.22 2.31 2.08  0.359
16 O -0.64 4.08 -1.95  -0.696
17 H -1.45 4.21 -1.45  0.369
18 H -1.04 3.24 -2.25  0.373
19 O -2.44 -2.93 1.47  -0.591
20 H -1.97 -2.18 1.87  0.324
21 H -2.37 -3.65 1.95  0.261
22 O 2.69 -0.32 -0.98  -0.610
23 H 3.12 -1.25 -0.95  0.305
24 H 2.48 0.02 -1.91  0.295
25 O 1.09 -0.55 4.42  -0.578
26 H 0.15 -0.70 4.34  0.330
27 H 1.63 -1.25 4.53  0.259
28 O -0.18 -0.41 -4.16  -0.547
29 H 0.62 -0.07 -4.57  0.257
30 H -0.47 -1.26 -4.37  0.285
31 O 2.04 2.65 2.99  -0.677
32 H 1.88 2.07 3.75  0.325
33 H 1.80 2.32 2.16  0.317
34 O -2.28 -1.53 -3.27  -0.524
35 H -2.89 -1.73 -3.93  0.215
36 H -2.38 -1.84 -2.44  0.286
37 O -0.03 -1.19 1.88  -0.518
38 H 0.36 -2.00 2.10  0.364
39 H 0.71 -0.77 2.00  0.166
40 O -1.72 1.35 -2.24  -0.732
41 H -1.54 0.58 -2.93  0.326
42 H -1.16 1.14 -1.44  0.345
43 O -0.82 4.01 2.61  -0.672
44 H 0.14 3.37 2.56  0.314
45 H -0.58 4.57 1.94  0.323

Here is how they stack up, most stable first: (1), (4), (2), (3).